No. 1
{
  "formula": "C7H18N4O2",
  "method": "wB97M-V/def2-TZVPD",
  "species": ["C", "C", "C", "C", "C", "C", "C", "H", "H", "H", "H", "H", "H", "H", "H", "H", "H", "H", "H", "H", "H", "H", "H", "H", "H", "N", "N", "N", "N", "O", "O"],
  "coordinates": [[0.040241, -2.544810, 1.328584], [-0.685276, -2.629752, -0.025865], [-1.084384, -1.258722, -0.781451], [-0.569183, 0.910495, -1.542473], [-0.932078, 1.792595, -0.443794], [0.284930, 2.223072, 0.519838], [-0.025813, 2.482068, 2.163091], [-0.138067, -3.537223, 2.079523], [1.245360, -2.306398, 1.170798], [-0.427475, -1.829928, 1.954807], [-0.298582, -2.897084, -1.009244], [-1.678849, -3.046035, 0.390389], [-1.825862, -0.673500, -0.252342], [-1.571790, -1.396387, -1.642961], [-1.236053, 0.456954, -2.514286], [0.209917, 1.458356, -2.018464], [-1.786458, 1.413037, 0.024478], [-1.377295, 2.625208, -0.703337], [0.822126, 1.315384, 0.756097], [0.868515, 2.953317, 0.095793], [-0.611080, 1.311602, 2.461113], [-0.743918, 3.599708, 2.127291], [1.801532, 1.577468, 2.870383], [1.285151, 3.120179, 3.606250], [0.860591, -1.636710, -3.604151], [0.125902, -0.400528, -0.958199], [1.355010, 2.651965, 2.717087], [1.129505, -0.830839, -1.857007], [2.084522, -1.673928, -1.478287], [0.449374, -0.737872, -2.966347], [2.429490, -2.491690, -2.467316]],
  "forces_ev_per_a": [[3.48, -2.26, 0.12], [-3.11, 1.97, 0.19], [2.83, -0.19, 5.00], [1.88, -2.94, -2.71], [1.78, -1.82, 3.33], [-3.25, -3.38, 2.93], [-1.71, -0.04, -3.29], [0.87, 2.23, -2.63], [-3.24, -0.66, 0.84], [-0.24, 1.33, 0.30], [0.79, -2.59, 1.07], [1.17, -0.08, -2.01], [0.39, 0.46, 0.75], [-1.46, -1.39, -3.77], [0.90, 1.99, 3.25], [0.91, 0.09, -0.94], [-0.95, -1.27, 1.93], [-1.72, 4.65, -2.45], [0.77, -0.20, -1.02], [1.36, 1.81, -0.78], [1.26, 4.06, -0.39], [2.13, -3.69, 1.05], [-1.63, 4.05, -0.32], [0.22, -0.25, 0.45], [-1.17, 3.33, 2.41], [-1.19, 2.77, 1.96], [-0.36, -3.53, -0.04], [-1.39, 0.22, 3.35], [-0.71, -2.24, -4.06], [2.68, -5.77, -7.46], [-1.30, 3.36, 2.93]],
  "total_charge": 0,
  "energy_ev": -17593.6692,
  "mol_weight_g_mol": 190.2,
  "orbital_gap_ev": 9.501,
  "homo_energy_ev": -9.35
}

No. 2
{
  "formula": "C4H9N3",
  "method": "wB97M-V/def2-TZVPD",
  "species": ["C", "N", "C", "C", "N", "N", "C", "H", "H", "H", "H", "H", "H", "H", "H", "H"],
  "coordinates": [[-1.292861, -0.185027, 0.631949], [-0.845215, 1.015355, 0.448130], [-1.327381, 2.158551, 1.122575], [0.266605, 1.094352, -0.453092], [0.746637, 0.089429, -0.888266], [0.779124, -1.140422, -1.156026], [2.002164, -1.992261, -0.846993], [-0.999652, -1.014863, 0.041683], [-2.131374, -0.273102, 1.384134], [-1.507701, 3.002481, 0.318993], [-2.153284, 2.115621, 1.878299], [-0.637423, 2.714352, 1.719762], [0.111237, -1.240534, -1.949394], [2.590869, -1.264533, -0.116842], [1.673657, -3.037333, -0.574629], [2.724596, -2.042065, -1.560283]],
  "forces_ev_per_a": [[-2.52, 1.67, 1.77], [0.90, -2.18, 0.49], [-1.59, 4.83, -0.38], [0.35, -1.30, -1.19], [-0.88, 1.65, 2.23], [0.82, -0.05, -2.51], [-0.89, 1.55, 3.83], [0.37, -0.68, -0.10], [0.95, -0.12, -0.94], [-0.27, -1.84, 1.29], [0.17, -1.05, -1.36], [1.63, -0.35, 0.30], [0.80, -1.22, 0.02], [-1.46, -2.22, -0.48], [0.30, 1.44, 0.25], [1.31, -0.11, -3.22]],
  "total_charge": 2,
  "smiles": "C=[N+](C)C#[N+]NC",
  "energy_ev": -8739.2642,
  "mol_weight_g_mol": 99.1,
  "orbital_gap_ev": [8.815, 8.817],
  "homo_energy_ev": [-20.49, -20.49]
}

No. 3
{
  "formula": "C27H28Cl8IrN7O4S",
  "method": "wB97M-V/def2-TZVPD",
  "species": ["Ir", "N", "N", "C", "N", "N", "N", "O", "O", "H", "H", "H", "H", "H", "Cl", "C", "C", "C", "Cl", "C", "Cl", "C", "Cl", "C", "Cl", "Cl", "C", "C", "C", "C", "C", "C", "N", "C", "C", "N", "C", "O", "C", "C", "C", "Cl", "S", "C", "C", "C", "Cl", "C", "H", "H", "H", "H", "H", "H", "H", "H", "H", "H", "H", "H", "H", "C", "C", "O", "C", "C", "H", "H", "H", "H", "H", "H", "H", "H", "H", "H"],
  "coordinates": [[0.937064, 1.899697, -1.554389], [3.104166, 2.889888, -0.033635], [2.631853, 3.756038, 0.945472], [1.325314, 4.079016, 0.997962], [0.898380, 4.931831, 1.904240], [0.538029, 3.442513, 0.109775], [-0.815131, 3.553991, 0.110944], [-1.337699, 2.781772, -0.693797], [-1.412084, 4.300646, 0.847990], [3.622168, 2.129556, 0.389673], [3.712356, 3.382097, -0.680516], [3.291078, 4.245398, 1.533269], [1.525043, 5.390378, 2.548396], [-0.082340, 5.171883, 1.932740], [4.451996, 0.928474, -2.116812], [3.603233, 1.870466, -3.298681], [2.308793, 2.270934, -3.043721], [1.661211, 3.000692, -4.001696], [0.035542, 3.427936, -3.560252], [2.217949, 3.347699, -5.214584], [1.314108, 4.214724, -6.366753], [3.539124, 2.956211, -5.460136], [4.294495, 3.398114, -6.915668], [4.235255, 2.209327, -4.498831], [5.840369, 1.722741, -4.794183], [-7.137190, 0.428621, 2.209621], [-5.560719, -0.223238, 2.380291], [-4.909209, -0.753336, 1.280878], [-3.654900, -1.316870, 1.443453], [-3.024675, -1.352122, 2.682800], [-1.646783, -1.966853, 2.802165], [-0.582978, -0.846174, 2.996685], [0.213716, -0.576883, 1.798205], [1.406273, -1.164211, 1.434797], [1.803665, -0.559875, 0.283312], [0.856645, 0.379925, -0.061975], [-0.084340, 0.341535, 0.872262], [-1.556346, -2.852030, 3.917738], [-1.673662, -4.237382, 3.666818], [-0.400953, -4.843695, 3.126257], [-0.234696, -5.414470, 1.833426], [-1.401497, -5.565967, 0.668754], [1.376642, -6.007784, 1.543537], [1.833211, -5.473962, 3.091131], [0.786944, -4.876434, 3.818819], [-3.681450, -0.769543, 3.770912], [-2.939774, -0.691411, 5.332084], [-4.943761, -0.221788, 3.623888], [-5.385196, -0.725101, 0.310161], [-3.157884, -1.751003, 0.580352], [-1.430672, -2.506828, 1.871543], [0.076690, -1.152953, 3.805964], [-1.073758, 0.078057, 3.286270], [1.866456, -1.941508, 2.020902], [2.685854, -0.731284, -0.309977], [-0.990949, 0.929100, 0.889455], [-2.520791, -4.448005, 3.009387], [-1.873177, -4.674750, 4.644661], [2.850503, -5.627441, 3.431752], [0.898244, -4.499945, 4.827820], [-5.443651, 0.215333, 4.478203], [1.851944, -1.344403, -3.094664], [0.946712, -0.418790, -3.873940], [0.056438, 0.349645, -3.028116], [-1.160667, -0.327582, -2.629643], [-2.342550, 0.604130, -2.773148], [2.477000, -1.907888, -3.788056], [1.273594, -2.055303, -2.499812], [2.496089, -0.760667, -2.436741], [0.344058, -0.977022, -4.589467], [1.539124, 0.310625, -4.420586], [-1.053595, -0.668936, -1.596516], [-1.292340, -1.202440, -3.265555], [-2.243032, 1.465974, -2.120694], [-3.264616, 0.075800, -2.529210], [-2.414258, 0.955075, -3.803042]],
  "forces_ev_per_a": [[-2.93, -0.24, -1.73], [0.08, 0.04, -0.07], [-0.19, 0.18, 0.05], [0.06, -0.10, 0.11], [0.01, 0.18, 0.15], [0.85, -0.67, -0.89], [0.03, 0.14, 0.34], [-0.20, -0.06, 0.34], [-0.04, -0.03, -0.19], [-0.02, -0.03, 0.02], [0.01, 0.01, -0.01], [-0.03, 0.11, 0.05], [0.08, -0.04, -0.05], [-0.01, 0.02, -0.03], [0.10, 0.05, 0.02], [0.27, -0.19, 0.28], [0.02, -0.83, 1.20], [0.06, 0.09, -0.34], [0.11, -0.25, 1.00], [0.16, 0.11, -0.26], [-0.07, 0.05, 0.06], [0.01, -0.04, 0.06], [0.01, -0.01, -0.06], [-0.09, 0.08, 0.01], [0.03, -0.02, 0.01], [-0.03, 0.06, 0.01], [0.10, -0.05, 0.07], [0.01, 0.02, -0.25], [0.00, -0.04, 0.01], [0.04, -0.23, -0.05], [-0.16, 0.30, 0.07], [-0.16, -0.52, 0.16], [0.02, 0.03, -0.11], [-0.11, 0.03, -0.04], [0.02, -0.06, 0.03], [1.10, 0.66, -0.54], [-0.20, 0.10, 0.08], [0.61, -0.08, -0.13], [-0.40, 0.25, -0.05], [-0.03, 0.31, -0.01], [0.20, -0.19, 0.00], [-0.07, 0.00, 0.01], [-0.11, 0.07, 0.12], [-0.03, -0.06, -0.01], [0.08, -0.06, 0.03], [-0.11, -0.04, -0.22], [0.03, 0.10, 0.03], [-0.05, 0.10, 0.18], [-0.02, -0.06, 0.03], [-0.02, -0.04, 0.03], [0.07, 0.04, -0.01], [0.15, 0.11, -0.07], [0.07, 0.06, 0.05], [0.00, 0.08, 0.03], [-0.04, 0.06, 0.05], [0.07, 0.03, 0.02], [-0.01, -0.08, 0.01], [-0.08, -0.14, -0.06], [-0.06, 0.00, 0.02], [0.08, -0.04, -0.04], [0.00, -0.03, -0.02], [-0.24, 0.07, 0.10], [0.41, -0.22, -0.14], [0.89, 0.92, 0.65], [-0.42, 0.07, 0.33], [0.20, 0.05, -0.21], [0.02, 0.03, 0.03], [0.03, -0.02, -0.02], [0.00, -0.13, -0.09], [-0.17, 0.14, 0.02], [-0.10, -0.01, -0.08], [0.09, -0.06, -0.04], [0.20, 0.01, -0.06], [-0.14, -0.04, -0.02], [0.03, 0.00, 0.03], [-0.06, -0.03, 0.01]],
  "s2": 0.766,
  "total_charge": 3,
  "energy_ev": -160895.9336,
  "spin_multiplicity": 2,
  "mol_weight_g_mol": 1022.5,
  "orbital_gap_ev": [6.298, 3.841],
  "homo_energy_ev": [-15.30, -15.30]
}

Summary of energy above the lowest of the compared OMol25 structures with the same formula, charge and spin in kJ/mol
1200.73; 625.87; 368.26
(order as listed above)